(1)
{"formula": "C6H24FeN12O6", "method": "wB97M-V/def2-TZVPD", "elements": ["Fe", "C", "O", "N", "N", "H", "H", "H", "H", "C", "O", "N", "N", "H", "H", "H", "H", "C", "O", "N", "N", "H", "H", "H", "H", "C", "O", "N", "N", "H", "H", "H", "H", "C", "O", "N", "N", "H", "H", "H", "H", "C", "O", "N", "N", "H", "H", "H", "H"], "xyz": [[0.290, -0.011, 0.203], [-2.565, -0.859, -0.519], [-1.372, -0.968, -0.236], [-3.018, 0.043, -1.317], [-3.461, -1.749, -0.100], [-4.016, 0.192, -1.375], [-2.438, 0.698, -1.820], [-4.402, -1.821, -0.461], [-3.039, -2.489, 0.443], [3.051, 1.515, 0.651], [2.175, 0.645, 0.714], [3.089, 2.422, -0.353], [3.983, 1.853, 1.492], [3.861, 3.043, -0.155], [2.266, 2.645, -0.894], [4.213, 1.095, 2.119], [4.611, 2.621, 1.303], [-1.258, 0.056, 2.893], [-0.279, -0.164, 2.181], [-2.239, -0.747, 3.103], [-1.497, 1.220, 3.350], [-3.035, -0.151, 3.282], [-2.309, -1.535, 2.475], [-2.145, 1.207, 4.124], [-0.733, 1.878, 3.284], [-1.448, 2.618, 0.123], [-0.611, 1.775, 0.281], [-1.653, 3.149, -1.027], [-2.114, 3.184, 1.029], [-2.318, 3.906, -0.962], [-1.041, 2.951, -1.805], [-1.774, 3.101, 1.977], [-2.895, 3.730, 0.694], [1.309, -3.062, 0.282], [0.958, -1.879, 0.460], [0.499, -4.042, 0.530], [2.347, -3.525, -0.429], [-0.404, -3.921, 0.966], [0.739, -4.945, 0.145], [3.123, -2.884, -0.507], [2.523, -4.505, -0.597], [1.389, -0.639, -2.711], [0.962, -0.206, -1.667], [2.605, -0.851, -2.858], [0.796, -1.061, -3.768], [2.825, -0.844, -3.844], [3.159, -0.498, -2.091], [1.392, -1.435, -4.492], [-0.101, -0.756, -4.116]], "forces_ev_per_angstrom": [[0.9, 0.0, 0.6], [1.2, -1.5, 0.3], [-0.9, -1.0, 0.2], [-1.8, 3.2, -2.3], [-0.4, -1.1, 1.3], [0.2, 0.0, -0.3], [0.1, -0.2, 0.4], [0.3, -0.2, 0.1], [-0.6, -0.1, -0.2], [-2.8, 1.3, -2.6], [1.5, 0.0, 1.0], [0.1, 0.1, -0.9], [1.7, -1.9, 3.2], [-0.9, 0.8, -1.5], [0.4, 0.1, 0.1], [0.6, 0.6, 0.5], [0.1, -0.6, 0.5], [3.2, -1.1, -3.5], [0.8, -0.7, 0.5], [-2.9, -2.8, 0.4], [-0.2, 4.9, 2.5], [-0.9, -1.4, -0.1], [-0.2, 0.1, 0.4], [0.4, 1.0, 0.3], [-0.1, 0.0, 0.6], [2.2, -0.8, -1.4], [2.3, -1.8, 0.9], [-1.3, 1.5, -4.3], [-3.0, 1.7, 4.6], [0.6, 0.2, -1.5], [-0.5, 0.3, 0.0], [-1.0, 0.1, -0.1], [0.1, 0.3, 1.3], [-1.3, 1.9, -1.4], [2.2, -2.0, 0.5], [-2.6, -2.9, 1.3], [2.4, 1.5, -0.6], [0.4, 0.1, -0.2], [-0.5, 0.0, 0.5], [0.0, -0.3, -0.2], [0.0, 0.3, 0.3], [-2.7, 0.3, 1.7], [-2.1, 1.7, 1.0], [7.6, -0.4, -0.1], [-4.5, -1.0, -4.4], [1.8, 0.1, 0.8], [0.8, -0.1, -0.6], [-0.6, -0.1, 0.0], [0.0, -0.1, 0.5]], "mulliken_spin": [3.76, 0.01, 0.03, 0.00, 0.00, 0.00, 0.00, 0.00, 0.00, 0.01, 0.02, 0.00, 0.00, 0.00, 0.00, 0.00, 0.00, 0.01, 0.02, 0.00, 0.01, 0.00, 0.00, 0.00, 0.00, 0.00, 0.03, 0.00, 0.00, 0.00, 0.00, 0.00, 0.00, 0.01, 0.03, 0.00, 0.00, 0.00, 0.00, 0.00, 0.00, 0.01, 0.03, 0.00, 0.00, 0.00, 0.00, 0.00, 0.00], "charge": 2, "homo_lumo_gap_ev": [9.38, 7.66], "e_above_lowest_ev": 4.420, "spin_multiplicity": 5}

***

(2)
{"formula": "C32H31KN4O3S4", "method": "wB97M-V/def2-TZVPD", "elements": ["K", "O", "C", "C", "C", "C", "C", "C", "C", "N", "N", "C", "O", "C", "C", "C", "C", "C", "C", "H", "H", "H", "H", "H", "H", "H", "H", "H", "H", "O", "C", "C", "C", "C", "C", "S", "C", "C", "C", "C", "S", "C", "C", "C", "C", "S", "H", "H", "H", "H", "H", "H", "H", "H", "H", "C", "N", "C", "C", "S", "N", "C", "C", "H", "H", "H", "H", "H", "H", "H", "H", "H", "H", "H", "H"], "xyz": [[1.122, -1.000, 0.234], [2.282, 0.590, 1.567], [2.671, 0.864, 2.742], [3.328, 2.110, 3.045], [3.757, 2.450, 4.313], [3.564, 1.577, 5.394], [2.937, 0.363, 5.140], [2.495, -0.027, 3.874], [1.856, -1.344, 3.760], [1.415, -1.871, 2.686], [0.879, -3.140, 2.859], [0.211, -3.591, 1.808], [-0.050, -3.028, 0.708], [-0.306, -5.011, 2.014], [-0.925, -5.644, 0.942], [-1.413, -6.944, 1.058], [-1.291, -7.631, 2.260], [-0.677, -7.002, 3.341], [-0.188, -5.706, 3.219], [3.482, 2.790, 2.211], [4.249, 3.405, 4.477], [3.900, 1.837, 6.391], [2.777, -0.331, 5.963], [1.761, -1.915, 4.689], [-1.010, -5.086, 0.016], [-1.888, -7.424, 0.207], [-1.667, -8.644, 2.354], [-0.581, -7.529, 4.285], [0.295, -5.201, 4.044], [1.235, -0.779, -2.048], [0.232, -0.746, -2.940], [-0.124, 0.735, -3.308], [0.596, 1.811, -2.897], [0.192, 3.039, -3.514], [-0.838, 2.874, -4.390], [-1.323, 1.224, -4.459], [-1.036, -1.462, -2.415], [-2.098, -0.918, -1.752], [-3.008, -1.894, -1.242], [-2.610, -3.165, -1.520], [-1.135, -3.181, -2.388], [0.677, -1.372, -4.298], [0.042, -2.082, -5.274], [0.904, -2.427, -6.366], [2.175, -1.975, -6.183], [2.339, -1.155, -4.682], [1.397, 1.696, -2.172], [0.661, 3.997, -3.314], [-1.344, 3.619, -4.992], [-2.221, 0.151, -1.615], [-3.906, -1.653, -0.685], [-3.083, -4.097, -1.237], [-1.008, -2.347, -5.223], [0.584, -2.998, -7.232], [3.030, -2.097, -6.838], [0.833, 3.904, 1.788], [-0.301, 4.514, 1.078], [-0.949, 5.552, 1.872], [-1.217, 3.589, 0.534], [-1.405, 2.074, 1.160], [-1.912, 4.086, -0.520], [-1.525, 5.306, -1.213], [-2.949, 3.312, -1.188], [1.550, 4.696, 2.019], [1.313, 3.153, 1.162], [0.533, 3.411, 2.716], [-1.163, 5.191, 2.887], [-1.889, 5.855, 1.410], [-0.296, 6.426, 1.945], [-0.540, 5.622, -0.887], [-2.239, 6.118, -1.022], [-1.512, 5.116, -2.286], [-3.294, 2.521, -0.530], [-2.566, 2.865, -2.106], [-3.787, 3.973, -1.436]], "forces_ev_per_angstrom": [[0.0, 0.4, 0.3], [0.6, 0.8, 0.8], [0.0, 0.1, -0.1], [0.0, 0.0, 0.1], [-0.1, -0.2, 0.0], [0.0, 0.0, -0.2], [0.0, 0.0, -0.1], [-0.1, 0.0, -0.1], [0.1, 0.2, 0.0], [-0.2, -0.3, 0.1], [-0.1, -0.3, 0.2], [0.1, 0.3, 0.1], [-0.3, -1.1, 0.6], [0.0, 0.1, -0.1], [-0.1, -0.2, -0.1], [0.0, 0.1, 0.0], [0.0, 0.1, 0.0], [0.0, 0.1, -0.1], [0.0, -0.1, 0.0], [0.0, -0.1, 0.1], [0.0, 0.0, 0.0], [0.0, 0.0, 0.0], [0.0, 0.0, 0.0], [0.0, -0.1, 0.1], [0.0, 0.0, 0.1], [0.0, 0.0, 0.0], [0.0, 0.0, 0.0], [0.0, 0.0, 0.0], [0.0, 0.0, 0.0], [-0.4, 0.2, -1.9], [0.2, 0.0, -0.1], [0.0, -0.2, -0.1], [0.1, 0.2, 0.2], [0.0, -0.1, 0.1], [0.0, 0.0, 0.0], [0.0, -0.1, 0.0], [0.2, 0.1, -0.1], [-0.1, 0.0, 0.0], [0.0, 0.1, 0.0], [0.0, 0.0, 0.0], [0.0, 0.0, 0.0], [0.0, -0.1, 0.3], [0.0, 0.1, -0.2], [-0.2, 0.0, 0.1], [0.0, 0.1, 0.1], [0.0, 0.0, 0.0], [-0.1, 0.0, -0.2], [0.0, -0.1, 0.0], [0.1, -0.1, 0.1], [0.1, -0.1, 0.0], [0.1, 0.0, 0.0], [0.0, 0.2, 0.0], [0.1, 0.0, 0.0], [0.0, 0.1, 0.1], [-0.1, 0.0, 0.1], [-0.1, 0.2, -0.1], [0.2, -0.3, 0.2], [0.1, 0.0, -0.1], [0.1, 0.1, 0.0], [-0.1, -0.2, -0.1], [-0.1, 0.0, -0.2], [-0.2, 0.0, 0.1], [0.0, 0.2, 0.2], [0.0, 0.0, 0.0], [0.0, 0.0, 0.0], [0.0, 0.0, 0.0], [0.0, 0.0, 0.0], [0.1, 0.0, 0.0], [0.0, 0.0, 0.0], [0.0, 0.0, 0.0], [0.0, 0.0, 0.0], [0.0, -0.1, -0.1], [0.0, 0.0, 0.1], [0.1, 0.0, -0.1], [0.1, 0.0, 0.0]], "mulliken_charge": [1.01, -0.67, 0.01, -0.38, -0.43, -0.62, -0.47, 0.60, -0.88, 0.45, -0.52, 0.09, -0.64, 0.03, -0.08, -0.65, -0.25, -0.58, -0.25, 0.41, 0.33, 0.35, 0.26, 0.17, 0.41, 0.36, 0.34, 0.35, 0.41, -1.09, 2.55, -0.67, -0.48, -0.47, -0.66, -0.09, -0.78, -0.02, -0.75, -0.42, -0.13, -0.47, -0.21, -0.75, -0.47, -0.12, 0.58, 0.43, 0.40, 0.41, 0.39, 0.39, 0.54, 0.35, 0.41, -1.21, 0.13, -1.14, 0.38, -0.28, 0.17, -1.22, -0.99, 0.35, 0.29, 0.46, 0.33, 0.40, 0.30, 0.37, 0.30, 0.42, 0.38, 0.16, 0.36], "charge": -2, "homo_lumo_gap_ev": 4.97, "spin_multiplicity": 1}